{
  "formula": "C45H41BrCoN3SSb",
  "method": "ωB97M-V with the def2-TZVPD basis set",
  "elements": ["Co", "Br", "C", "C", "C", "C", "C", "C", "N", "C", "C", "C", "C", "C", "C", "N", "H", "H", "H", "H", "H", "H", "H", "H", "H", "N", "S", "C", "C", "C", "C", "C", "C", "C", "C", "C", "C", "C", "C", "H", "H", "H", "H", "H", "H", "H", "H", "H", "H", "H", "C", "C", "C", "C", "C", "C", "C", "Sb", "C", "C", "C", "C", "C", "C", "C", "C", "C", "C", "C", "C", "C", "C", "H", "H", "H", "H", "H", "H", "H", "H", "H", "H", "H", "H", "H", "H", "H", "H", "H", "H", "H", "H", "H"],
  "coordinates": [[0.404, -0.861, 1.051], [7.246, -3.682, 1.375], [5.481, -3.342, 1.580], [4.720, -4.102, 2.511], [3.384, -3.853, 2.658], [2.755, -2.841, 1.889], [3.524, -2.079, 0.981], [4.859, -2.318, 0.818], [1.404, -2.515, 1.954], [0.553, -3.264, 2.585], [-0.848, -2.907, 2.636], [-1.747, -3.669, 3.359], [-3.085, -3.260, 3.395], [-3.445, -2.126, 2.704], [-2.475, -1.417, 1.977], [-1.212, -1.798, 1.943], [5.212, -4.866, 3.092], [2.835, -4.431, 3.384], [3.029, -1.312, 0.390], [5.451, -1.747, 0.119], [0.842, -4.184, 3.079], [-1.419, -4.553, 3.886], [-3.815, -3.825, 3.955], [-4.463, -1.772, 2.700], [-2.740, -0.531, 1.416], [0.583, 0.915, 1.771], [-0.634, 1.986, 1.852], [-0.924, 2.295, 3.585], [-1.647, 3.427, 3.943], [-1.951, 3.626, 5.279], [-1.537, 2.708, 6.236], [-0.822, 1.581, 5.861], [-0.515, 1.363, 4.525], [-0.107, 3.565, 1.276], [0.902, 4.269, 1.929], [1.264, 5.510, 1.440], [0.609, 6.039, 0.331], [-0.399, 5.331, -0.303], [-0.763, 4.077, 0.166], [1.437, 1.248, 2.221], [-1.961, 4.147, 3.201], [-2.506, 4.504, 5.574], [-1.770, 2.877, 7.277], [-0.499, 0.874, 6.611], [0.044, 0.487, 4.223], [1.370, 3.875, 2.822], [2.037, 6.080, 1.935], [0.882, 7.020, -0.029], [-0.906, 5.752, -1.157], [-1.549, 3.515, -0.316], [-1.523, -1.829, -4.527], [-0.038, -2.049, -4.445], [0.607, -2.626, -5.542], [1.979, -2.799, -5.584], [2.765, -2.383, -4.519], [2.153, -1.811, -3.416], [0.768, -1.651, -3.373], [0.165, -0.620, -1.631], [0.900, 1.302, -2.106], [1.955, 1.759, -1.317], [2.669, 2.895, -1.660], [2.316, 3.590, -2.803], [1.271, 3.144, -3.594], [0.557, 1.991, -3.281], [-0.477, 1.496, -4.246], [-1.943, -0.592, -1.463], [-2.667, 0.595, -1.484], [-4.046, 0.589, -1.323], [-4.705, -0.619, -1.158], [-3.983, -1.802, -1.115], [-2.598, -1.811, -1.246], [-1.860, -3.118, -1.163], [-1.873, -2.056, -5.531], [-1.793, -0.796, -4.310], [-2.082, -2.467, -3.841], [0.010, -2.929, -6.389], [2.435, -3.244, -6.456], [3.839, -2.493, -4.551], [2.771, -1.465, -2.594], [2.229, 1.222, -0.417], [3.486, 3.238, -1.044], [2.860, 4.479, -3.086], [1.019, 3.686, -4.496], [-0.822, 2.299, -4.893], [-1.347, 1.077, -3.745], [-0.057, 0.717, -4.884], [-2.157, 1.540, -1.632], [-4.601, 1.514, -1.357], [-5.781, -0.642, -1.069], [-4.506, -2.739, -0.982], [-2.519, -3.913, -0.820], [-1.008, -3.066, -0.473], [-1.453, -3.426, -2.128]],
  "mulliken_charge": [-0.187, 0.137, 0.108, -0.776, -0.665, 0.686, 0.316, -0.690, 0.249, 0.413, -0.384, -0.601, -0.805, -0.934, -0.322, 0.991, 0.484, 0.375, 0.092, 0.526, 0.387, 0.554, 0.492, 0.549, 0.532, 0.005, 0.851, 0.456, -0.609, -0.717, -0.559, -0.738, -0.373, 0.580, -0.649, -0.835, -0.526, -0.701, -0.186, 0.233, 0.493, 0.437, 0.426, 0.442, 0.295, 0.448, 0.482, 0.457, 0.469, 0.326, -0.816, 0.894, -0.803, -0.813, -0.803, -1.201, 0.860, 1.848, 0.495, -0.455, -0.804, -0.791, -0.838, 0.669, -1.180, 1.894, -0.811, -0.833, -1.062, -0.639, 0.239, -1.466, 0.552, 0.104, 0.164, 0.458, 0.418, 0.463, 0.299, 0.049, 0.504, 0.451, 0.504, 0.565, -0.043, 0.294, 0.299, 0.517, 0.478, 0.533, 0.516, 0.070, 0.188],
  "relative_energy_ev": 0.282,
  "total_charge": 3,
  "s2": 6.04,
  "homo_energy_ev": [-15.3, -15.3],
  "energy_ha": -6497.90672,
  "orbital_gap_ev": [5.588, 3.183],
  "spin_multiplicity": 5
}